This record from the Open Molecules 2025 dataset describes a cluster of 5 separate species, C5HCl16N2O4S3 in total in a non-equilibrium geometry. The level of theory is the ωB97M-V functional and the def2-TZVPD basis.

Output
Orbital gap ... 7.62 eV
Relative energy (zero: lowest compared OMol25 entry of this formula, charge and spin) ... 3.350 eV
Net charge ... -1

```
31
C5HCl16N2O4S3 the ωB97M-V functional and the def2-TZVPD basis
O 0.80 -0.28 -2.48
S 1.51 0.73 -3.37
O 2.91 1.01 -2.69
N 0.80 2.22 -3.73
S -0.79 2.55 -3.26
O -0.82 3.97 -2.57
O -1.69 2.71 -4.54
N -1.63 1.48 -2.20
C -2.28 0.53 -3.00
S -3.11 -0.80 -3.76
H 1.86 0.05 -4.59
C -3.61 -2.10 0.23
Cl -4.64 -3.45 -0.31
Cl -2.09 -2.09 -0.72
Cl -4.47 -0.56 -0.02
Cl -3.22 -2.29 1.96
C 0.86 -1.22 2.35
Cl 0.45 0.30 3.17
Cl 2.46 -1.78 2.91
Cl -0.36 -2.46 2.74
Cl 0.91 -0.97 0.59
C -0.64 3.92 5.32
Cl -0.79 2.86 6.75
Cl -0.46 2.91 3.86
Cl -2.09 4.93 5.18
Cl 0.80 4.96 5.50
C 3.86 -3.43 -0.66
Cl 3.67 -1.75 -1.22
Cl 5.47 -3.63 0.09
Cl 2.60 -3.81 0.53
Cl 3.72 -4.53 -2.06
```

Atom charges from the Löwdin analysis, given in e for atoms 1 to 6:
1 O -0.519
2 S 0.640
3 O -0.504
4 N -0.375
5 S 0.627
6 O -0.426

This record from the Open Molecules 2025 dataset describes a cluster of 2 separate species, C5H5FN2 in total in a non-equilibrium geometry. The level of theory is the ωB97M-V functional and the def2-TZVPD basis.

Output
Orbital gap ... 9.79 eV
Relative energy (zero: lowest compared OMol25 entry of this formula, charge and spin) ... 4.078 eV

```
13
C5H5FN2 the ωB97M-V functional and the def2-TZVPD basis
C 1.09 -0.74 0.41
C 0.14 -0.23 2.30
C -0.17 -0.35 0.23
C -1.10 1.28 -2.21
C -0.91 0.09 -1.81
N -0.74 0.08 1.38
N 1.31 -0.64 1.75
F -1.19 -1.05 -2.30
H 1.70 -1.19 -0.49
H 0.01 -0.07 3.25
H -1.41 1.56 -3.16
H -0.90 2.09 -1.57
H 2.15 -0.84 2.22
```

Atom charges from the Löwdin analysis, given in e for atoms 1 to 6:
1 C -0.151
2 C -0.193
3 C -0.138
4 C 0.025
5 C -0.226
6 N 0.070

This record from the Open Molecules 2025 dataset describes the molecule C4H8O in a non-equilibrium geometry. The level of theory is the ωB97M-V functional and the def2-TZVPD basis.

Output
Orbital gap ... 10.53 eV
Relative energy (zero: lowest compared OMol25 entry of this formula, charge and spin) ... 1.446 eV

```
13
C4H8O the ωB97M-V functional and the def2-TZVPD basis
C -1.31 -0.67 -0.08
C -0.10 0.25 -0.12
C 1.13 -0.01 0.69
C 1.15 -0.03 -0.80
H -0.84 -1.66 -0.04
H -2.10 -0.57 -0.86
H -1.80 -0.44 0.92
H -1.00 1.90 0.59
H 1.48 0.78 1.43
H 1.14 -1.04 1.09
H 1.23 -0.93 -1.37
H 1.50 0.82 -1.27
O -0.48 1.60 -0.18
```

Atom charges from the Löwdin analysis, given in e for atoms 1 to 6:
1 C -0.017
2 C -0.620
3 C -0.076
4 C -0.083
5 H 0.077
6 H 0.089

This record from the Open Molecules 2025 dataset describes the ion C6H13N2 with charge +1 in a non-equilibrium geometry. The level of theory is the ωB97M-V functional and the def2-TZVPD basis.

Output
Orbital gap ... 10.35 eV
Relative energy (zero: lowest compared OMol25 entry of this formula, charge and spin) ... 3.957 eV
Net charge ... +1

```
21
C6H13N2 the ωB97M-V functional and the def2-TZVPD basis
C -1.00 -1.44 -0.34
C 0.57 -3.09 0.81
C -1.27 1.72 -1.36
C 1.59 0.74 1.11
C -0.32 1.80 -0.18
C 0.53 0.53 0.03
N -0.42 -0.42 0.49
N 0.00 -1.96 0.51
H -2.03 -1.70 -0.10
H -0.79 -1.45 -1.42
H 1.36 -3.12 1.54
H 0.23 -3.99 0.32
H -1.71 2.70 -1.54
H -0.74 1.42 -2.27
H -2.08 1.02 -1.18
H 2.19 1.61 0.87
H 1.11 0.89 2.07
H 2.26 -0.12 1.17
H 0.39 2.62 -0.34
H -0.87 2.01 0.74
H 0.99 0.23 -0.92
```

Atom charges from the Löwdin analysis, given in e for atoms 1 to 6:
1 C -0.093
2 C 0.220
3 C -0.086
4 C -0.029
5 C -0.190
6 C -0.401

This record from the Open Molecules 2025 dataset describes a cluster of 2 separate species, C2H2N3O2 in total in a non-equilibrium geometry. The level of theory is the ωB97M-V functional and the def2-TZVPD basis.

Output
Orbital gap (alpha / beta) ... 7.30 / 7.36 eV
Relative energy (zero: lowest compared OMol25 entry of this formula, charge and spin) ... 3.644 eV
Net charge ... +1

```
9
C2H2N3O2 the ωB97M-V functional and the def2-TZVPD basis
C -0.73 1.51 -0.01
C -0.21 -2.64 0.02
N -0.48 -1.45 0.15
N -1.09 -0.49 0.52
N 0.36 1.92 -0.14
O 0.21 -3.68 -0.21
O 1.62 1.97 -0.22
H -1.77 1.75 0.03
H 2.08 1.11 -0.13
```

Atom charges from the Löwdin analysis, given in e for atoms 1 to 6:
1 C 0.177
2 C -0.158
3 N 0.027
4 N 0.174
5 N 0.013
6 O 0.296

This record from the Open Molecules 2025 dataset describes the molecule C4H5NO in a non-equilibrium geometry. The level of theory is the ωB97M-V functional and the def2-TZVPD basis.

Output
Orbital gap ... 10.77 eV
Relative energy (zero: lowest compared OMol25 entry of this formula, charge and spin) ... 0.927 eV

```
11
C4H5NO the ωB97M-V functional and the def2-TZVPD basis
C 0.16 -1.18 -0.76
C 0.90 0.00 -0.16
O 2.10 0.14 -0.22
C 0.07 1.06 0.52
C -1.11 0.54 1.22
N -2.26 0.55 1.23
H 0.84 -1.74 -1.40
H -0.74 -0.89 -1.32
H -0.19 -1.85 0.04
H -0.46 1.64 -0.24
H 0.66 1.75 1.13
```

Atom charges from the Löwdin analysis, given in e for atoms 1 to 6:
1 C -0.014
2 C -0.445
3 O 0.094
4 C -0.114
5 C -0.221
6 N 0.159

This record from the Open Molecules 2025 dataset describes a structure of composition C2H9CsO3 in a non-equilibrium geometry. The level of theory is the ωB97M-V functional and the def2-TZVPD basis.

Output
Orbital gap ... 6.62 eV

```
15
C2H9CsO3 the ωB97M-V functional and the def2-TZVPD basis
Cs -20.91 23.21 22.46
O -20.99 21.47 24.02
H -21.64 20.79 23.76
C -19.57 24.13 20.13
C -18.18 23.51 20.04
O -17.17 24.13 20.81
H -19.71 24.33 21.19
H -20.36 23.49 19.73
H -19.44 25.07 19.59
H -17.88 23.63 18.99
H -18.16 22.49 20.40
H -16.36 23.63 20.77
O -21.18 25.04 23.69
H -21.01 25.96 23.86
H -21.68 24.74 24.45
```

Atom charges from the Löwdin analysis, given in e for atoms 1 to 6:
1 Cs 1.764
2 O -0.914
3 H -0.138
4 C -0.242
5 C -0.331
6 O -0.074

This record from the Open Molecules 2025 dataset describes the ion C3H9N2 with charge +1 in a non-equilibrium geometry. The level of theory is the ωB97M-V functional and the def2-TZVPD basis.

Output
Orbital gap ... 9.41 eV
Relative energy (zero: lowest compared OMol25 entry of this formula, charge and spin) ... 2.325 eV
Net charge ... +1

```
14
C3H9N2 the ωB97M-V functional and the def2-TZVPD basis
C -0.88 -0.80 -0.36
N 0.12 -1.61 -0.99
H -1.46 -0.27 -1.11
H -1.55 -1.27 0.36
H 0.72 -1.08 -1.61
H 0.64 -2.21 -0.37
C 0.28 1.48 -0.43
C 0.41 0.04 1.56
N -0.13 0.32 0.44
H 0.63 0.99 -1.33
H -0.72 1.94 -0.52
H 0.91 2.18 0.10
H -0.26 -0.32 2.36
H 1.29 0.60 1.91
```

Atom charges from the Löwdin analysis, given in e for atoms 1 to 6:
1 C -0.157
2 N 0.070
3 H 0.130
4 H 0.138
5 H 0.085
6 H 0.100